The following is a DFT calculation (ωB97M-V with the def2-TZVPD basis set) of a 2-piece molecular cluster, C5H12N2 overall.

The geometry in ORCA input format:
```
! RIJCOSX wB97M-V def2-TZVPD def2/J DEFGRID3
* xyz 0 1
H 2.630 -0.218 2.314
N 1.921 -0.789 1.864
C 0.762 -0.449 2.262
N -0.359 -1.135 1.891
C -1.626 -0.456 1.691
H 0.552 0.386 2.938
H -0.171 -1.992 1.396
H -2.390 -1.193 1.468
H -1.881 0.114 2.581
H -1.589 0.229 0.840
C 0.372 -0.723 -1.837
C 0.142 0.324 -2.615
C 0.193 1.735 -2.127
H 0.361 -1.737 -2.213
H 0.596 -0.591 -0.788
H -0.117 0.148 -3.654
H -0.730 2.281 -2.338
H 0.353 1.761 -1.051
H 0.981 2.304 -2.624
*
```

Computed properties:
LUMO ... 1.03 eV
HOMO-LUMO gap ... 9.98 eV
Max |F| ... 0.009 Eh/bohr
Structure (SMILES) ... [H]/N=C/NC.C=CC
Energy relative to the best compared isomer or geometry (same formula, charge and spin) ... 32.9 kcal per mole